The following is a quantum chemistry calculation of C29H32BrN7O6SZr as an isolated structure, from OMol25.

Output
**Relative energy (zero: lowest compared OMol25 entry of this formula, charge and spin)**: 0.4524 eV
**E_HOMO**: -0.479 hartree
**E_LUMO**: -0.2291 Ha
**Net charge**: +2
**Electronic energy**: -4978.0546 Eh
**Kohn-Sham gap**: 6.8 eV

CARTESIAN COORDINATES (ANGSTROEM)
Zr: 0.113 -0.056 0.516
N: -1.290 4.000 -1.364
C: -0.693 2.817 -1.147
S: -1.693 1.417 -0.899
N: 0.617 2.801 -1.148
N: 1.135 1.566 -0.870
C: 2.281 1.325 -1.387
C: 2.943 0.065 -1.071
C: 4.185 -0.266 -1.584
C: 4.786 -1.445 -1.168
C: 4.131 -2.239 -0.240
C: 2.888 -1.838 0.219
N: 2.287 -0.724 -0.201
H: -2.280 4.032 -1.533
H: -0.722 4.778 -1.662
H: 2.749 2.062 -2.032
H: 4.677 0.402 -2.278
H: 5.760 -1.727 -1.545
H: 4.579 -3.146 0.139
H: 2.358 -2.412 0.966
O: 0.538 -4.328 2.221
C: -0.074 -3.157 2.172
O: -0.173 -2.524 1.132
C: -0.697 -2.826 3.519
O: -0.824 -1.469 3.809
C: 0.287 -0.888 4.468
C: 1.322 -0.278 3.533
O: 2.284 0.295 3.959
O: 1.064 -0.443 2.242
H: 0.816 -4.603 1.332
H: -0.154 -3.374 4.292
H: -1.706 -3.253 3.471
H: 0.791 -1.610 5.118
H: -0.089 -0.089 5.106
Br: 3.396 6.591 2.324
C: 2.229 5.127 2.172
C: 0.861 5.346 2.079
C: 0.007 4.264 1.963
C: 0.521 2.970 1.949
C: 1.891 2.758 2.019
C: 2.745 3.839 2.144
N: -0.362 1.851 1.791
C: -1.503 1.872 2.364
C: -2.472 0.797 2.136
C: -3.777 0.927 2.571
C: -4.682 -0.084 2.278
C: -4.243 -1.180 1.557
C: -2.919 -1.231 1.148
N: -2.047 -0.263 1.423
H: 0.471 6.354 2.084
H: -1.054 4.430 1.830
H: 2.294 1.755 2.036
H: 3.811 3.683 2.231
H: -1.779 2.672 3.045
H: -4.075 1.804 3.128
H: -5.711 -0.012 2.601
H: -4.914 -1.989 1.304
H: -2.542 -2.066 0.574
O: -0.327 -1.236 -1.160
C: -0.347 -1.543 -2.393
C: -0.055 -0.538 -3.464
C: -1.261 -0.255 -4.378
C: -1.507 -1.318 -5.443
C: -1.867 -2.696 -4.902
C: -0.765 -3.338 -4.070
N: -0.654 -2.781 -2.712
H: 0.786 -0.899 -4.065
H: 0.244 0.375 -2.961
H: -1.066 0.697 -4.872
H: -2.150 -0.104 -3.762
H: -0.614 -1.406 -6.071
H: -2.308 -0.976 -6.100
H: -2.073 -3.364 -5.740
H: -2.782 -2.650 -4.306
H: 0.203 -3.249 -4.569
H: -0.962 -4.399 -3.936
H: -0.835 -3.397 -1.932

The following is a quantum chemistry calculation of C8H10BrMgN2 as an isolated structure, from OMol25.

Output
**Relative energy (zero: lowest compared OMol25 entry of this formula, charge and spin)**: 0.0000 eV
**E_HOMO**: -0.392 hartree
**E_LUMO**: -0.2796 Ha
**Net charge**: +1
**Electronic energy**: -3194.0457 Eh
**Kohn-Sham gap**: 3.1 eV

CARTESIAN COORDINATES (ANGSTROEM)
Mg: -13.182 -9.567 -8.018
Br: -13.685 -11.438 -7.779
N: -15.515 -13.303 -8.342
C: -15.280 -13.829 -9.598
C: -16.469 -14.431 -10.063
C: -17.340 -14.201 -9.037
C: -16.820 -13.624 -7.866
H: -14.892 -12.787 -7.738
H: -14.308 -13.742 -10.061
H: -16.666 -15.012 -10.952
H: -18.318 -14.633 -9.191
H: -17.205 -13.166 -6.967
N: -12.235 -13.544 -6.668
C: -11.928 -12.824 -5.519
C: -11.790 -13.713 -4.533
C: -11.874 -14.958 -5.083
C: -12.181 -14.869 -6.423
H: -12.622 -13.135 -7.506
H: -11.983 -11.746 -5.528
H: -11.650 -13.430 -3.500
H: -11.883 -15.851 -4.475
H: -12.444 -15.639 -7.133

The following is a quantum chemistry calculation of C35H59Br27FIN3O2 as an isolated structure, from OMol25.

Output
**E_HOMO**: -0.417 hartree
**E_LUMO**: -0.0926 Ha
**Net charge**: +1
**Electronic energy**: -71579.3280 Eh
**Kohn-Sham gap**: 8.8 eV

CARTESIAN COORDINATES (ANGSTROEM)
C: -3.430 -1.532 6.732
C: -4.112 -0.168 6.741
C: -3.075 0.941 6.781
F: -3.464 1.949 7.619
N: -2.830 1.551 5.487
C: -1.706 1.462 4.818
N: -0.640 0.677 5.222
C: -0.171 0.120 3.876
C: 1.222 -0.436 4.124
C: 1.244 -1.526 5.167
O: 2.192 -2.244 5.285
C: -0.434 1.304 2.839
C: 0.855 2.113 2.677
C: 1.968 1.552 1.787
C: 2.082 2.074 0.351
C: 3.442 1.617 -0.202
C: 3.296 1.278 -1.685
C: 2.756 -0.131 -1.949
C: 1.615 -0.069 -2.954
C: 1.015 -1.433 -3.325
C: -0.410 -1.644 -2.780
C: -1.410 -2.090 -3.831
C: -2.803 -2.214 -3.182
C: -3.697 -1.003 -3.409
O: -4.100 -0.447 -2.165
C: -5.222 0.399 -2.260
C: -1.202 0.607 1.678
I: -0.177 -1.159 0.913
C: -1.723 1.410 0.466
C: -1.134 2.790 0.155
N: -1.377 2.089 3.713
C: -2.195 3.183 3.190
C: -1.475 4.541 3.130
H: -2.942 -1.745 5.785
H: -2.663 -1.552 7.501
H: -4.124 -2.321 6.977
H: -4.784 -0.047 5.901
H: -4.662 -0.096 7.670
H: -2.150 0.532 7.169
H: -3.592 2.099 5.117
H: -1.060 -0.134 5.674
H: -0.857 -0.705 3.711
H: 1.859 0.354 4.507
H: 1.687 -0.877 3.260
H: 0.368 -1.711 5.817
H: 1.253 2.189 3.683
H: 0.704 3.140 2.379
H: 1.990 0.476 1.757
H: 2.904 1.845 2.256
H: 1.944 3.146 0.301
H: 1.360 1.549 -0.266
H: 3.702 0.699 0.310
H: 4.217 2.367 -0.098
H: 2.562 1.962 -2.104
H: 4.222 1.452 -2.216
H: 3.534 -0.726 -2.420
H: 2.474 -0.663 -1.043
H: 1.968 0.413 -3.857
H: 0.826 0.530 -2.503
H: 1.650 -2.262 -3.043
H: 0.925 -1.480 -4.406
H: -0.774 -0.702 -2.380
H: -0.417 -2.416 -2.018
H: -1.492 -1.378 -4.646
H: -1.148 -3.063 -4.235
H: -3.323 -3.105 -3.514
H: -2.670 -2.326 -2.112
H: -3.145 -0.234 -3.953
H: -4.571 -1.289 -3.986
H: -4.967 1.447 -2.126
H: -5.788 0.271 -3.173
H: -5.901 0.138 -1.450
H: -2.066 0.163 2.151
H: -2.796 1.518 0.593
H: -1.624 0.812 -0.427
H: -1.927 3.395 -0.273
H: -0.766 3.340 1.007
H: -0.390 2.728 -0.623
H: -2.688 2.957 2.254
H: -3.000 3.348 3.893
H: -2.013 5.266 3.724
H: -1.481 4.933 2.124
H: -0.468 4.483 3.514
C: -6.625 2.896 -5.514
Br: -4.920 2.029 -5.698
Br: -7.641 2.147 -4.064
Br: -6.439 4.801 -5.337
H: -7.175 2.711 -6.424
C: 4.295 5.610 -2.585
Br: 5.470 4.092 -2.534
Br: 2.514 5.098 -3.092
Br: 4.319 6.597 -0.933
H: 4.666 6.267 -3.359
C: 6.201 4.120 -6.703
Br: 4.539 5.019 -6.330
Br: 7.675 4.977 -5.817
Br: 6.098 2.249 -6.268
H: 6.373 4.196 -7.766
C: 3.942 -1.779 8.782
Br: 5.717 -2.454 8.501
Br: 3.084 -2.618 10.284
Br: 3.935 0.142 8.947
H: 3.365 -2.028 7.904
C: -3.908 -2.835 2.172
Br: -4.419 -1.236 3.125
Br: -2.430 -3.754 2.990
Br: -5.397 -4.023 1.948
H: -3.584 -2.516 1.192
C: -0.595 6.137 -6.082
Br: -1.053 7.221 -7.599
Br: -1.829 4.690 -5.815
Br: 1.205 5.469 -6.178
H: -0.656 6.768 -5.209
C: 4.544 -4.399 -3.396
Br: 4.522 -2.789 -4.445
Br: 3.503 -4.223 -1.783
Br: 3.956 -5.912 -4.422
H: 5.563 -4.580 -3.090
C: 1.126 -7.007 -2.363
Br: 0.045 -5.564 -3.045
Br: 0.706 -7.399 -0.527
Br: 1.014 -8.574 -3.473
H: 2.152 -6.670 -2.390
C: 4.334 -11.476 -4.260
Br: 4.642 -9.585 -4.144
Br: 5.080 -12.409 -2.755
Br: 2.455 -11.853 -4.473
H: 4.838 -11.836 -5.144

The following is a quantum chemistry calculation of a 2-piece molecular cluster, C5H13NO overall, from OMol25.

Output
**Relative energy (zero: lowest compared OMol25 entry of this formula, charge and spin)**: 1.7968 eV
**E_HOMO**: -0.315 hartree
**E_LUMO**: 0.0378 Ha
**Net charge**: 0
**Electronic energy**: -328.2528 Eh
**Kohn-Sham gap**: 9.6 eV

CARTESIAN COORDINATES (ANGSTROEM)
C: -2.343 -0.512 -1.861
C: -1.204 0.109 -1.204
C: -0.049 0.567 -1.702
N: 1.031 1.107 -0.891
H: -2.280 -0.359 -2.967
H: -2.408 -1.563 -1.624
H: -3.276 -0.070 -1.494
H: -1.298 0.269 -0.109
H: 0.107 0.557 -2.784
H: 1.432 1.907 -1.371
H: 0.621 1.460 -0.012
C: 0.645 0.688 2.239
C: 0.567 -0.817 2.099
O: 1.331 -1.276 0.890
H: 0.470 0.887 3.291
H: -0.160 1.197 1.666
H: 1.627 1.062 1.930
H: 1.003 -1.293 2.978
H: -0.463 -1.147 1.985
H: 1.065 -0.656 0.195

The following is a quantum chemistry calculation of an isolated ion of composition C5H7ClNO4 and charge -1, from OMol25.

Output
**Relative energy (zero: lowest compared OMol25 entry of this formula, charge and spin)**: 0.7049 eV
**E_HOMO**: -0.181 hartree
**E_LUMO**: 0.1314 Ha
**Net charge**: -1
**Electronic energy**: -1010.5753 Eh
**Kohn-Sham gap**: 8.5 eV

CARTESIAN COORDINATES (ANGSTROEM)
C: 2.399 0.283 0.127
C: 1.031 -0.142 0.432
C: 0.118 -0.172 -0.829
C: -1.355 0.032 -0.368
Cl: -2.451 -0.521 -1.949
C: -1.673 -1.372 0.739
O: -1.838 -0.968 1.851
O: -1.542 -2.318 0.043
N: -1.687 1.394 0.027
O: -0.832 2.028 0.604
O: -2.832 1.758 -0.090
H: 2.845 0.221 1.093
H: 2.919 -0.297 -0.572
H: 2.546 1.190 -0.476
H: 1.048 -1.133 0.788
H: 0.618 0.441 1.285
H: 0.189 -1.120 -1.398
H: 0.499 0.694 -1.307

The following is a quantum chemistry calculation of C24H25BrF6N4O3PdS as an isolated structure, from OMol25.

Output
**Relative energy (zero: lowest compared OMol25 entry of this formula, charge and spin)**: 1.2056 eV
**E_HOMO (alpha / beta)**: -0.488 / -0.488 hartree
**E_LUMO (alpha / beta)**: -0.2371 / -0.3467 Ha
**Net charge**: +2
**Electronic energy**: -5072.9040 Eh
**Kohn-Sham gap (alpha / beta)**: 6.8 / 3.8 eV
**2S+1**: 5

CARTESIAN COORDINATES (ANGSTROEM)
Pd: 0.149 -0.088 0.572
O: 3.878 3.619 -0.983
C: 2.753 4.372 -1.175
C: 2.782 5.662 -1.688
C: 1.598 6.357 -1.871
C: 0.382 5.767 -1.553
C: 0.352 4.481 -1.033
C: 1.532 3.784 -0.847
C: 1.552 2.397 -0.197
O: 0.373 1.978 0.265
N: 2.149 1.446 -1.164
N: 1.590 0.303 -1.320
C: 2.089 -0.620 -2.108
C: 1.434 -1.847 -2.326
Br: -0.349 -1.945 -1.630
C: 2.069 -2.899 -2.933
C: 1.652 -4.218 -3.281
C: 0.318 -4.620 -3.502
C: 0.035 -5.922 -3.848
C: 1.059 -6.858 -3.981
C: 2.381 -6.481 -3.770
C: 2.677 -5.177 -3.446
H: 4.673 4.141 -1.138
H: 3.733 6.116 -1.941
H: 1.628 7.366 -2.257
H: -0.539 6.313 -1.699
H: -0.583 4.018 -0.750
H: 2.326 2.485 0.598
H: 3.031 1.696 -1.617
H: 3.049 -0.476 -2.605
H: 3.119 -2.701 -3.141
H: -0.484 -3.899 -3.478
H: -0.988 -6.212 -4.047
H: 0.825 -7.870 -4.283
H: 3.175 -7.207 -3.880
H: 3.707 -4.884 -3.287
C: 0.981 -2.640 4.045
C: 1.254 -1.826 2.783
O: 0.119 -1.649 2.003
C: 1.863 -0.443 3.219
F: 0.879 0.443 3.448
F: 2.633 -0.500 4.286
F: 2.619 0.124 2.222
C: 2.322 -2.569 1.923
F: 1.985 -3.842 1.717
F: 3.551 -2.528 2.430
F: 2.398 -2.015 0.669
H: 0.263 -2.113 4.671
H: 1.899 -2.796 4.608
H: 0.568 -3.606 3.760
C: -4.165 -0.163 -0.974
N: -3.586 -1.221 -0.169
C: -3.915 -2.634 -0.390
C: -3.140 -3.357 0.732
N: -2.522 -2.241 1.454
C: -2.778 -1.087 0.865
S: -2.179 0.429 1.447
H: -5.247 -0.139 -0.836
H: -3.947 -0.334 -2.028
H: -3.748 0.796 -0.670
H: -3.593 -2.936 -1.388
H: -4.993 -2.777 -0.315
H: -2.375 -4.026 0.338
H: -3.792 -3.918 1.399
H: -1.785 -2.347 2.144